85
Properties=species:S:1:pos:R:3 method="wB97M-V/def2-TZVPD" charge=0 e_tot_ha=-3479.96019 orbital_gap_ev=7.278 smiles="O=S(=O)(O)CCCCc1cccc2nsnc12.C[N+](=O)[O-].C[N+](=O)[O-].C[N+](=O)[O-].C[N+](=O)[O-].C[N+](=O)[O-].C[N+](=O)[O-].C[N+](=O)[O-].C[N+](=O)[O-]"
O -3.977 -0.855 0.211
S -2.530 -1.025 -0.243
O -2.424 -0.188 -1.535
O -2.108 -2.635 -0.467
C -1.429 -0.385 1.122
C -0.015 0.044 0.460
C 1.266 -0.591 1.188
C 2.654 0.204 0.845
C 2.647 0.716 -0.675
C 3.206 -0.187 -1.795
C 3.229 0.347 -3.294
C 2.654 1.745 -3.616
C 2.095 2.635 -2.458
N 1.510 3.949 -2.455
S 1.080 4.525 -0.882
N 1.571 3.142 -0.007
C 2.091 2.167 -0.949
H -1.580 -2.869 0.337
H -1.332 -1.102 2.006
H -1.971 0.554 1.528
H 0.019 1.199 0.518
H 0.034 -0.232 -0.661
H 1.149 -0.657 2.336
H 1.417 -1.645 0.730
H 2.905 1.014 1.610
H 3.493 -0.592 0.934
H 3.636 -1.238 -1.619
H 3.676 -0.321 -4.116
H 2.649 2.170 -4.681
C -0.868 -4.037 4.484
N 0.102 -3.380 3.568
O -0.087 -3.503 2.366
O 1.021 -2.763 4.085
H -1.626 -4.545 3.889
H -0.314 -4.751 5.093
H -1.318 -3.260 5.097
C -1.211 6.364 -3.821
N -0.737 7.151 -2.652
O -0.992 6.711 -1.542
O -0.126 8.182 -2.890
H -1.734 5.480 -3.460
H -1.881 7.002 -4.396
H -0.334 6.083 -4.404
C -3.889 -5.538 0.457
N -3.374 -5.324 1.835
O -3.545 -4.222 2.332
O -2.816 -6.270 2.369
H -4.358 -4.618 0.110
H -3.040 -5.800 -0.174
H -4.615 -6.349 0.500
C 3.445 -3.883 6.171
N 3.553 -5.319 6.537
O 4.459 -5.961 6.030
O 2.722 -5.752 7.321
H 4.243 -3.637 5.472
H 2.469 -3.733 5.711
H 3.544 -3.302 7.088
C -4.156 2.247 -0.910
N -3.891 3.555 -1.566
O -4.637 3.890 -2.475
O -2.942 4.200 -1.148
H -5.023 1.786 -1.381
H -3.270 1.622 -1.041
H -4.349 2.443 0.144
C -2.687 -2.774 8.748
N -2.500 -3.013 7.293
O -2.774 -2.096 6.533
O -2.085 -4.113 6.963
H -3.058 -1.760 8.892
H -3.409 -3.505 9.111
H -1.718 -2.902 9.229
C 4.167 5.389 -5.418
N 4.153 4.125 -6.200
O 5.136 3.406 -6.123
O 3.152 3.899 -6.864
H 5.111 5.458 -4.880
H 4.064 6.213 -6.124
H 3.328 5.356 -4.724
C 0.220 0.716 -7.693
N 0.721 0.929 -6.310
O 0.548 2.036 -5.816
O 1.270 -0.023 -5.770
H -0.241 1.638 -8.045
H 1.074 0.450 -8.314
H -0.511 -0.091 -7.657